DFT (wB97M-V/def2-TZVPD) results for a structure of composition C53H45FN8O7Yb in a non-equilibrium geometry.

The gap between HOMO and LUMO comes out at 0.05519 Eh. The calculated total energy is -4270.001191 hartree. Its net charge is -1. The spin multiplicity is 2.

The geometry in XYZ format:
```
115
Properties=species:S:1:pos:R:3:forces:R:3:lowdin_charge:R:1
Yb 15.7906 17.3378 11.6875 0.8 0.8 2.9 1.74
O 14.1105 14.9095 15.5195 0.7 -0.2 -0.7 -0.06
C 14.6168 15.3243 14.4470 -1.0 1.5 0.3 -0.46
N 14.2969 16.4620 13.7775 2.7 -2.0 -1.4 0.04
C 13.2050 17.1872 14.0924 -1.8 1.2 1.1 -0.25
C 12.1581 16.6477 14.8956 0.2 0.3 -0.4 -0.05
C 11.0519 17.4292 15.1872 -0.4 1.1 0.1 -0.14
C 10.9381 18.7763 14.7411 0.0 -1.1 -0.3 -0.13
C 11.8967 19.3062 13.8860 1.1 -1.5 0.7 -0.03
C 13.0777 18.5367 13.5936 -2.0 -0.4 0.3 -0.21
N 14.0388 19.0106 12.7459 1.6 0.3 -1.6 0.04
C 13.9681 20.2310 12.1518 -0.6 -1.3 0.8 -0.48
O 13.0550 21.0730 12.1416 0.2 -0.1 0.1 -0.02
C 15.2001 20.5902 11.4107 0.7 2.0 -0.7 -0.21
C 15.1856 21.8466 10.7393 -0.3 0.1 -0.2 0.00
C 16.3164 22.2425 10.0462 0.7 -0.4 0.0 -0.07
C 17.4569 21.3886 9.9741 -1.4 0.7 0.6 -0.05
C 17.3752 20.2269 10.7284 0.8 -0.6 0.1 -0.12
N 16.3021 19.8585 11.4668 0.1 -0.5 -0.9 0.04
C 15.6713 14.4419 13.8263 0.1 -1.7 0.7 -0.20
C 15.8205 13.1517 14.3974 -0.5 -0.3 0.8 -0.02
C 16.7161 12.2149 13.8753 -0.3 0.8 -0.2 -0.08
C 17.4703 12.6267 12.7661 -0.2 0.0 0.1 -0.07
C 17.2353 13.8976 12.2358 0.5 -0.6 -0.4 -0.13
N 16.3616 14.7505 12.7458 -0.3 1.6 -0.6 0.07
H 12.2989 15.6147 15.2684 -0.4 1.1 -0.2 0.09
H 10.2515 17.0490 15.8238 0.2 -0.1 -0.1 0.07
H 10.0373 19.3403 14.9899 0.2 -0.1 0.0 0.08
H 11.8799 20.2746 13.4302 -0.4 0.2 0.2 0.07
H 14.2572 22.4703 10.7398 1.0 -0.8 0.2 0.13
H 16.3824 23.2278 9.5760 -0.3 -0.3 0.0 0.09
H 18.3082 21.7190 9.3673 -0.2 -0.5 0.5 0.09
H 18.1973 19.4895 10.7845 -0.4 0.6 -0.1 0.09
H 15.1728 12.9028 15.2722 0.7 0.4 -0.9 0.12
H 16.7681 11.2046 14.3112 0.2 0.6 -0.3 0.10
H 18.2122 11.9960 12.2839 -0.1 0.0 0.1 0.09
H 17.7500 14.2302 11.3245 0.0 -0.1 0.4 0.09
C 8.6739 15.6358 8.6220 0.4 -0.8 0.3 -0.07
C 9.8379 15.9242 7.6674 -0.2 0.8 -0.2 -0.21
N 11.1594 15.7994 8.2477 1.8 0.3 1.6 -0.05
C 11.9491 16.9331 8.4923 0.5 -1.2 0.4 0.10
C 13.1423 16.9648 9.2247 -1.8 -0.1 -1.2 -0.02
C 13.9774 18.2060 9.2738 -1.5 3.3 -0.3 -0.59
O 13.4232 19.3063 8.9780 1.0 -2.5 0.1 0.02
O 15.1659 18.0475 9.6667 0.3 -0.4 0.1 -0.12
C 13.5010 15.8269 9.9768 0.0 -1.4 1.1 -0.26
O 14.3923 15.7181 10.8556 -0.9 0.2 -1.2 -0.09
C 12.6574 14.6166 9.7342 -0.1 -0.4 0.0 -0.02
C 12.9548 13.4383 10.4276 -0.3 -0.2 -0.1 0.10
C 12.2696 12.2861 10.1384 -0.5 -1.0 -0.2 -0.14
F 12.5450 11.1748 10.9293 -0.1 0.7 -0.7 0.02
C 11.2954 12.1583 9.0906 1.3 2.6 1.1 -0.16
C 10.9379 13.3804 8.4958 0.4 -1.0 0.3 0.03
C 11.5753 14.5674 8.8282 0.4 1.9 -0.2 -0.12
N 10.6846 10.9902 8.6800 -1.3 -1.1 0.2 -0.11
C 10.5919 9.8983 9.6469 0.4 0.6 -0.2 -0.13
C 9.5390 8.8680 9.2567 0.6 -0.5 0.6 -0.08
N 9.7598 8.4136 7.8331 0.2 -0.5 -1.0 0.05
C 9.6347 9.6217 6.9313 0.9 0.5 -0.2 -0.09
C 10.7549 10.6270 7.2827 -0.2 0.3 -0.2 -0.13
H 7.7384 15.7825 8.1017 -0.3 0.2 -0.2 0.07
H 8.6887 16.2802 9.5152 0.1 -0.3 -0.4 0.10
H 8.6783 14.5702 8.9319 0.0 0.7 0.1 0.07
H 9.7472 16.9918 7.3731 0.1 -0.8 -0.3 0.13
H 9.8309 15.2598 6.7867 -0.4 0.4 0.1 0.12
H 11.5867 17.8450 8.0288 0.2 0.0 0.1 0.14
H 13.7105 13.4087 11.2094 0.0 0.2 -0.1 0.15
H 10.1786 13.3760 7.7344 -0.2 0.0 -0.1 0.10
H 10.3536 10.3238 10.6374 -0.1 -0.3 -0.5 0.15
H 11.5952 9.4643 9.7818 -0.3 -0.6 -0.1 0.13
H 8.5087 9.2049 9.3019 0.0 0.3 -0.1 0.14
H 9.6386 8.0211 9.9448 0.0 0.0 -0.4 0.14
H 9.0845 7.6835 7.5236 0.4 0.6 0.5 0.19
H 10.7027 7.9949 7.6640 -0.7 0.4 0.5 0.20
H 8.6447 10.0244 7.0786 -0.2 0.3 0.4 0.13
H 9.6900 9.3461 5.8813 0.2 -0.4 0.0 0.13
H 10.5971 11.5353 6.6580 0.1 -0.7 0.4 0.14
H 11.7672 10.2503 7.0086 -0.4 -0.2 0.0 0.14
N 21.1083 23.7136 18.1367 -0.1 -0.4 0.2 0.11
C 20.5305 22.8141 17.6993 0.0 0.4 -0.3 -0.21
C 19.8308 21.7824 16.9777 0.3 0.3 1.1 -0.27
C 18.8564 21.0061 17.6112 0.4 0.3 -0.4 -0.05
C 18.2030 20.0129 16.9216 0.0 0.3 -0.4 -0.03
C 18.5182 19.7772 15.5578 1.5 0.1 0.9 -0.25
C 19.5941 20.5335 14.9812 -1.0 -0.6 -0.4 -0.01
C 20.2143 21.5421 15.6684 -0.5 -0.5 0.0 -0.06
C 17.9917 18.6957 14.8488 -1.8 -2.5 -2.8 -0.19
C 17.5379 17.8321 14.0334 0.1 2.5 1.6 -0.04
H 18.6539 21.1937 18.6473 -0.2 0.0 0.4 0.10
H 17.4513 19.4402 17.4481 0.0 -0.2 -0.3 0.11
H 19.8849 20.2730 13.9627 -0.1 0.1 0.2 0.11
H 20.9881 22.1299 15.2329 0.5 0.3 -0.3 0.10
C 23.0714 20.3053 13.0158 -0.6 -0.3 0.5 -0.06
C 22.1318 19.2636 12.4383 0.1 -0.3 -1.0 -0.30
C 21.7570 18.1042 13.0973 -0.4 -0.8 0.9 -0.03
C 20.7553 17.2343 12.6064 -0.1 0.2 1.0 -0.19
C 20.0245 16.2309 13.5165 -0.2 0.9 0.0 -0.05
C 20.3055 17.4189 11.3086 -0.8 0.1 -0.7 -0.07
C 20.9118 18.3848 10.4875 0.2 1.1 0.3 -0.22
C 20.7121 18.4201 8.9739 -0.7 0.7 0.9 -0.03
C 21.6855 19.3863 11.1106 -0.1 0.1 -0.1 -0.03
C 19.0588 16.6344 10.7683 2.2 -0.6 -0.3 -0.60
O 19.3496 15.5529 10.2105 -1.2 0.8 0.5 -0.01
O 17.9297 17.2089 10.8995 -0.5 -0.7 0.0 -0.17
H 22.8507 20.4608 14.0929 0.3 0.0 -0.6 0.07
H 22.9061 21.2394 12.4797 0.1 0.1 0.1 0.07
H 24.1198 20.0182 12.8905 -0.1 0.0 0.1 0.07
H 22.1737 17.8522 14.0876 -0.3 0.4 -0.4 0.12
H 20.4296 16.2146 14.5482 0.0 0.0 -0.6 0.08
H 20.0566 15.2251 13.0851 -0.2 0.1 0.1 0.07
H 18.9503 16.6254 13.6376 1.4 -0.9 -0.4 0.00
H 20.1089 19.3124 8.6616 0.4 -0.8 0.2 0.08
H 20.1936 17.4936 8.7621 -0.1 0.0 -0.7 0.06
H 21.6724 18.4642 8.4537 -0.1 -0.1 0.1 0.07
H 21.8846 20.3361 10.5685 0.2 -0.8 0.1 0.12
```
Positions in Å, forces in eV/Å.

***

DFT (wB97M-V/def2-TZVPD) results for a structure of composition C53H45N4O3S3Tl in a non-equilibrium geometry.

The gap between HOMO and LUMO comes out at 0.22806 Eh. The calculated total energy is -3858.304619 hartree.

The geometry in XYZ format:
```
109
Properties=species:S:1:pos:R:3:forces:R:3:lowdin_charge:R:1
Tl -0.4457 -0.3496 0.1208 -0.2 -1.0 0.5 1.08
O -0.0067 -1.7935 -1.6110 -0.5 1.4 1.0 -0.31
C 1.0216 -2.3025 -2.3581 0.3 0.1 -0.6 -0.44
C 1.7999 0.1577 -2.5894 -0.5 -0.2 0.0 -0.20
C 2.5610 0.1014 -1.2969 0.2 -0.1 -0.1 -0.22
C 3.8105 -0.4781 -1.1235 0.0 0.2 0.2 0.01
C 4.4174 -0.3904 0.1200 0.0 0.1 -0.1 -0.01
C 3.7978 0.2949 1.1460 -0.1 0.1 -0.1 0.02
C 2.5304 0.8166 0.9125 0.3 -0.1 0.3 -0.27
C 1.7454 1.5270 1.9556 -0.3 -0.4 0.4 -0.06
C 1.0467 0.5073 2.9183 0.5 0.8 0.1 -0.51
O 0.4331 -0.4982 2.2263 -0.7 -0.4 -1.5 -0.24
C 2.1283 -0.0691 3.8410 -0.1 -0.2 0.0 -0.17
C 2.4099 -1.4252 3.8179 -0.1 0.1 -0.1 -0.03
C 3.3690 -1.9588 4.6602 0.2 0.0 0.1 -0.08
C 4.0509 -1.1360 5.5396 0.1 -0.1 0.1 -0.10
C 3.7592 0.2175 5.5848 0.1 0.1 0.0 -0.08
C 2.7998 0.7491 4.7423 0.1 -0.1 0.0 -0.03
C 0.0541 1.2232 3.8359 -0.1 0.1 -0.2 -0.15
C -0.1959 2.5869 3.8251 0.2 -0.1 0.0 -0.05
C -1.1004 3.1416 4.7166 -0.1 0.1 0.1 -0.10
C -1.7698 2.3404 5.6229 -0.1 0.2 0.0 -0.10
C -1.5349 0.9744 5.6325 0.0 -0.2 0.0 -0.07
C -0.6323 0.4241 4.7437 -0.1 0.0 0.0 -0.01
N 1.9353 0.6824 -0.2713 -0.6 0.0 0.1 0.11
C 2.1292 -2.9594 -1.5310 -0.1 -0.1 0.2 -0.16
C 2.1861 -2.8176 -0.1515 -0.2 -0.2 -0.1 -0.04
C 3.1675 -3.4567 0.5882 0.0 -0.1 0.1 -0.07
C 4.1170 -4.2422 -0.0415 0.1 0.0 0.1 -0.08
C 4.0613 -4.4077 -1.4151 0.1 0.0 -0.1 -0.07
C 3.0646 -3.7868 -2.1457 0.0 0.0 0.1 -0.04
C 0.2734 -3.3993 -3.1479 0.1 -0.1 -0.1 -0.12
C 0.1039 -4.6481 -2.5544 0.0 0.0 -0.1 -0.03
C -0.6668 -5.6261 -3.1582 0.0 -0.1 0.0 -0.10
C -1.3196 -5.3730 -4.3524 0.0 0.0 0.0 -0.09
C -1.1908 -4.1246 -4.9325 -0.1 0.0 -0.1 -0.08
C -0.4049 -3.1530 -4.3366 0.1 0.1 0.0 -0.02
H 0.7934 0.5259 -2.3280 0.4 -0.2 -0.1 0.10
H 2.0498 0.7893 -4.6025 0.0 0.0 0.1 0.12
H 4.2835 -1.0242 -1.9197 0.0 0.0 0.0 0.11
H 5.3748 -0.8596 0.2780 0.2 -0.1 0.0 0.12
H 4.2547 0.3979 2.1172 0.1 0.0 0.1 0.12
H 0.9514 2.0909 1.4641 0.1 0.1 0.0 0.09
H 2.3855 2.1872 2.5394 0.0 0.2 -0.1 0.13
H 1.8499 -2.0465 3.1372 -0.1 -0.1 -0.1 0.11
H 3.5843 -3.0181 4.6390 0.0 -0.1 0.0 0.10
H 4.8042 -1.5472 6.1952 0.1 0.0 0.1 0.10
H 4.2804 0.8594 6.2826 0.0 0.0 0.0 0.10
H 2.5653 1.8024 4.8026 -0.1 0.1 0.0 0.12
H 0.3105 3.2424 3.1333 0.1 0.1 -0.1 0.10
H -1.2769 4.2090 4.7010 0.0 0.1 0.0 0.10
H -2.4635 2.7806 6.3255 -0.1 0.0 0.0 0.10
H -2.0518 0.3420 6.3399 0.0 -0.1 0.0 0.10
H -0.4377 -0.6374 4.7394 0.0 -0.1 0.0 0.13
H 1.4369 -2.2330 0.3668 0.1 0.0 0.0 0.07
H 3.1789 -3.3543 1.6643 0.0 0.1 0.1 0.09
H 4.8864 -4.7397 0.5336 0.0 0.0 0.0 0.10
H 4.7861 -5.0325 -1.9204 0.0 -0.1 0.0 0.10
H 2.9908 -3.9907 -3.2010 0.0 0.0 -0.1 0.11
H 0.5743 -4.8620 -1.6074 0.1 0.0 0.1 0.12
H -0.7597 -6.5936 -2.6877 0.0 -0.1 0.1 0.11
H -1.9206 -6.1360 -4.8236 -0.1 -0.1 0.0 0.10
H -1.7144 -3.8941 -5.8494 0.0 0.0 -0.1 0.10
H -0.3443 -2.1951 -4.8286 0.0 0.1 0.0 0.11
C -3.3050 -5.2024 -0.6652 0.0 0.5 0.0 -0.42
S -4.2125 -3.6349 -0.6617 -0.1 -0.2 0.0 0.87
C -3.0568 -2.5369 0.0539 0.8 0.0 0.5 -1.09
S -1.4649 -2.9697 0.3889 0.1 0.3 0.2 0.75
N -3.5953 -1.3778 0.3489 -2.2 -0.4 -0.1 -0.10
N -2.9327 -0.3071 0.5690 1.9 0.9 0.0 -0.09
C -3.3243 0.7080 1.2579 -0.5 -1.1 0.1 -0.06
C -2.6167 1.9566 1.1493 0.4 0.8 0.1 -0.26
C -3.0347 3.0965 1.8483 0.1 -0.3 -0.2 -0.01
C -2.3914 4.2963 1.6163 0.1 0.0 -0.2 -0.06
C -1.3734 4.3491 0.6711 -0.1 -0.1 0.1 -0.04
C -1.0056 3.1707 0.0363 0.3 0.6 0.0 -0.13
N -1.5891 2.0161 0.2932 0.2 -0.7 0.0 0.07
H -4.0377 -5.9626 -0.9182 0.0 -0.1 0.0 0.03
H -2.8996 -5.3737 0.3289 0.0 -0.1 0.0 0.02
H -2.5085 -5.1716 -1.4038 0.0 -0.1 0.1 0.00
H -4.2101 0.6701 1.8847 -0.1 -0.1 -0.1 0.13
H -3.8496 3.0240 2.5519 -0.1 0.0 0.1 0.12
H -2.6843 5.1903 2.1485 -0.1 0.0 0.0 0.11
H -0.8771 5.2787 0.4337 0.0 0.0 -0.1 0.11
H -0.2484 3.1472 -0.7361 0.2 0.0 0.1 0.08
O 0.3624 2.6080 -2.6549 -1.2 -0.1 0.5 -0.52
S 1.4989 2.8095 -3.5624 1.6 0.1 -0.1 1.04
C 2.6662 3.8514 -2.6308 -0.3 -0.1 -0.5 -0.38
C 2.7994 3.7345 -1.2604 -0.1 -0.1 0.1 -0.06
C 3.5721 4.6552 -0.5744 0.0 -0.1 0.0 -0.06
C 4.1927 5.6897 -1.2571 0.1 0.1 0.0 -0.08
C 4.0500 5.8043 -2.6311 0.1 0.0 0.1 -0.08
C 3.2789 4.8849 -3.3208 -0.1 -0.2 -0.1 -0.09
C 2.3797 1.1473 -3.6175 -0.4 0.4 -0.1 -0.33
C 3.8622 1.2000 -3.6512 0.2 0.0 -0.3 -0.09
C 4.5431 0.1185 -4.0372 0.0 0.5 0.0 -0.11
C 3.9409 -1.1360 -4.4456 -0.1 -0.3 -0.3 -0.08
C 2.7329 -1.6483 -4.1684 0.0 0.0 -0.2 -0.04
C 1.6037 -1.1820 -3.3140 -0.2 0.0 0.3 -0.17
H 2.2893 2.9351 -0.7466 -0.1 0.0 0.1 0.09
H 3.6826 4.5662 0.4958 0.0 0.0 0.1 0.11
H 4.7797 6.4153 -0.7148 0.1 0.1 0.0 0.10
H 4.5264 6.6136 -3.1629 0.0 0.1 0.0 0.11
H 3.1327 4.9670 -4.3876 0.0 0.1 -0.1 0.11
H 4.3713 2.1068 -3.3578 0.1 0.0 0.0 0.11
H 5.6220 0.1701 -4.0998 0.1 0.0 0.1 0.11
H 4.5763 -1.7330 -5.0909 0.0 -0.1 0.0 0.11
H 2.4856 -2.5804 -4.6632 0.1 -0.1 -0.1 0.11
H 0.7718 -0.9768 -3.9988 0.1 0.0 0.1 0.14
```
Positions in Å, forces in eV/Å.